Molecular formula: C43H55BInN8O2SbSe2
Method: DFT, ωB97M-V/def2-TZVPD

XYZ file:
```
113
Properties=species:S:1:pos:R:3:forces:R:3:lowdin_charge:R:1
Sb 0.323101 0.514850 -3.028271 0.056 -0.052 -0.571 1.55
In -1.230050 -0.901816 -0.226905 0.141 0.156 0.991 0.85
Se 3.248515 0.353241 0.642333 0.545 0.389 0.371 1.30
Se 0.649985 -3.335545 -1.004007 0.207 -0.001 -0.092 1.00
O 1.313010 -0.820926 -0.408047 -1.716 -0.115 0.879 -0.67
O 1.539584 -1.777136 -1.389973 0.460 -0.440 -0.837 -0.69
N -4.024029 -0.022274 3.798687 -0.472 -0.138 0.089 -0.04
N -2.974840 0.968175 1.820312 -0.390 0.375 0.451 0.02
N -0.988764 -1.473921 2.152719 0.525 0.128 -1.192 0.03
N -3.550453 0.994349 4.545519 0.559 0.611 0.167 0.12
N -1.992052 -1.109451 2.964614 -0.207 0.049 0.341 0.02
N -4.044770 -1.216421 1.534088 -0.625 -0.084 0.385 0.02
N -2.023054 1.133123 0.897755 0.767 -0.822 -0.933 0.02
N -3.377969 -1.877500 0.581050 0.974 0.019 -0.560 0.01
C 1.521504 -4.333242 -2.428125 0.030 -0.040 0.256 -0.33
C 1.101989 -3.211076 -6.159641 -0.060 -0.032 -0.029 -0.08
C 4.674047 0.905038 -2.290732 0.119 -0.042 -0.104 -0.10
C -1.285632 2.855037 -0.704633 -0.128 -0.131 -0.114 -0.05
C 1.766011 -1.060848 -5.312149 0.066 0.012 -0.073 -0.13
C -3.899206 1.961937 6.770570 0.083 -0.017 -0.042 -0.03
C -0.531379 3.721691 -6.709718 -0.027 0.059 0.003 -0.08
C -0.028456 1.959596 -4.618364 0.038 -0.605 0.567 -0.36
C 1.908465 0.833384 1.671197 0.126 -0.073 -0.024 -0.25
C -0.123687 -2.187656 2.867979 0.060 0.011 0.324 -0.34
C -5.361255 -1.294067 1.293579 -0.119 -0.095 -0.200 -0.04
C 4.863017 1.112056 1.498223 -0.254 0.067 0.122 -0.27
C -0.122774 -2.198430 -4.364530 -0.234 0.068 0.119 -0.17
C -4.196501 0.978212 5.695485 -0.094 -0.268 -0.235 -0.35
C -4.966872 -0.700163 4.493550 -0.114 -0.057 0.126 -0.08
C 3.431794 0.420553 -2.673797 0.141 -0.089 -0.143 -0.15
C 0.734418 -1.108043 -4.385572 -0.016 0.551 0.492 -0.39
C 0.053675 -3.244747 -5.255502 -0.053 -0.068 -0.085 -0.10
C 1.745128 1.576930 2.954537 -0.052 0.269 0.378 -0.61
C -2.183866 2.343598 0.361284 -0.096 0.175 0.087 -0.35
C -3.807269 -3.170798 -1.448106 0.072 0.135 0.008 -0.03
C -0.156785 4.202450 -5.465286 -0.029 0.148 -0.027 -0.08
C -0.675439 2.358739 -6.897309 -0.104 -0.033 -0.191 -0.08
C -0.578692 -2.282885 4.186405 -0.209 0.147 -0.115 0.01
C 1.952164 -2.116854 -6.190174 0.147 0.041 -0.071 -0.07
C 1.114476 -2.785854 2.306484 -0.085 0.021 -0.078 -0.06
C 2.411529 0.759963 4.076841 0.027 -0.050 -0.123 -0.01
C 2.326707 2.996271 2.894820 0.026 -0.159 -0.138 -0.02
C 0.084181 3.324322 -4.421625 0.086 0.177 0.072 -0.14
C -5.119562 -0.086305 5.711462 0.039 -0.159 -0.189 -0.01
C -5.554811 -2.045959 0.151881 0.115 0.051 0.070 0.01
C 2.410437 2.420682 -1.857395 0.001 0.173 -0.119 -0.16
C -3.269534 2.978173 0.963690 0.050 -0.211 -0.040 0.01
C 4.600373 -2.407319 0.832024 0.188 -0.011 0.144 -0.13
C 3.650043 2.910956 -1.479606 0.039 0.184 -0.018 -0.11
C -3.743775 2.062657 1.877839 0.104 0.240 -0.163 -0.04
C -0.437583 1.483741 -5.852779 -0.002 -0.160 -0.120 -0.14
C 4.172399 -3.540083 0.311962 -0.040 -0.142 -0.033 -0.05
C -4.264821 -2.386229 -0.268360 -0.255 0.010 0.060 -0.35
C 2.298777 1.194078 -2.494411 -0.643 -0.287 -0.116 -0.37
C 4.790116 2.159381 -1.712011 0.067 0.065 0.006 -0.12
C 0.243750 1.683641 3.243912 0.092 -0.025 -0.004 -0.03
C -1.766801 -1.588551 4.198840 0.261 -0.152 0.134 -0.03
B -3.266159 -0.357433 2.539120 0.156 0.072 0.039 -0.71
H 2.021259 3.539617 3.785581 -0.021 0.015 0.097 0.10
H 1.884650 -2.835783 3.070426 0.119 0.012 0.124 0.08
H 0.080802 2.157994 4.208059 0.018 0.067 0.090 0.10
H -0.253028 2.280520 2.482800 -0.109 0.031 -0.067 0.08
H 5.257603 -1.748012 0.284330 0.109 0.064 -0.117 0.04
H 0.986822 0.425280 1.261197 0.057 -0.032 -0.057 0.04
H -3.666330 3.949780 0.753034 -0.012 0.225 -0.010 0.11
H 2.753619 -2.074603 -6.912520 0.084 -0.020 -0.070 0.11
H 2.356899 -4.901365 -2.026178 -0.019 0.080 0.077 0.02
H -0.053650 5.265181 -5.305652 0.008 0.113 0.013 0.10
H 1.933123 3.525108 2.028554 0.022 0.112 -0.063 0.09
H -5.445179 -1.566907 4.084630 -0.130 -0.209 -0.073 0.12
H -0.113551 -2.793147 5.005159 0.097 -0.088 0.147 0.11
H -6.487722 -2.302758 -0.310044 -0.130 -0.067 -0.033 0.11
H 0.371590 3.720350 -3.457216 0.049 0.071 0.059 0.08
H 0.915382 -3.804230 1.969745 0.098 0.027 -0.048 0.07
H 2.408760 -0.189934 -5.372438 0.025 -0.027 -0.002 0.11
H 1.865523 -3.609677 -3.159137 -0.056 0.057 -0.124 0.02
H -3.679903 -2.510485 -2.311642 0.002 -0.131 -0.021 0.08
H 3.548673 -4.222731 0.865309 -0.147 -0.072 0.127 0.05
H 3.491906 0.866214 4.061614 0.115 -0.048 0.001 0.07
H -3.507448 2.877495 6.336027 0.015 0.085 0.027 0.08
H 5.713838 0.746675 0.928497 -0.113 -0.125 -0.130 0.03
H -4.555418 2.152876 2.567967 -0.138 -0.080 0.178 0.13
H -4.533402 -3.939184 -1.703779 0.048 -0.036 -0.049 0.09
H 1.473457 -2.199909 1.462710 0.108 -0.076 -0.046 0.02
H 4.963810 0.793736 2.530457 -0.073 -0.047 0.033 0.03
H -1.676038 2.570906 -1.686588 0.127 0.106 -0.006 0.07
H -1.236827 3.940697 -0.655884 0.121 0.030 -0.047 0.09
H 4.449633 -3.844460 -0.683078 0.057 -0.007 -0.227 0.06
H 2.049138 1.113224 5.038000 -0.036 0.089 0.097 0.10
H -0.625602 -4.084638 -5.257023 -0.079 -0.074 0.050 0.11
H -2.443120 -1.416288 5.011738 -0.181 0.107 0.089 0.12
H -0.975101 1.968069 -7.859314 -0.038 0.008 -0.075 0.11
H -5.792918 -0.355310 6.497918 -0.186 -0.097 0.169 0.10
H 3.352467 -0.563570 -3.112917 0.024 -0.067 -0.052 0.10
H -0.559848 0.420601 -6.010007 0.009 -0.034 -0.087 0.09
H -3.149650 1.558547 7.451675 0.006 0.033 0.076 0.08
H 1.240604 -4.029514 -6.850613 0.036 -0.039 -0.068 0.11
H 2.154124 -0.293207 3.988461 -0.037 -0.129 0.067 0.08
H 0.796010 -5.011717 -2.866351 -0.057 0.074 -0.107 0.03
H -0.939015 -2.222010 -3.647079 0.026 -0.076 -0.066 0.08
H 4.851936 2.195202 1.435384 -0.082 0.042 -0.036 0.03
H -0.218553 0.701365 3.271563 -0.097 -0.095 0.000 0.07
H -0.726159 4.404912 -7.524044 0.028 0.045 -0.028 0.11
H 1.529638 3.019586 -1.668361 -0.022 0.094 0.014 0.08
H -2.846008 -3.635137 -1.214325 -0.089 -0.042 -0.154 0.06
H -0.289704 2.423060 -0.588337 0.020 0.102 -0.043 0.04
H -4.794308 2.185288 7.344337 -0.037 0.067 0.062 0.08
H 3.411299 2.997416 2.857608 0.108 0.027 -0.046 0.07
H 5.763453 2.553513 -1.454954 0.058 0.008 0.035 0.11
H -6.075800 -0.813605 1.930291 -0.138 0.103 0.176 0.12
H 3.724075 3.892624 -1.033905 0.028 0.076 0.087 0.11
H 5.559702 0.315501 -2.476860 0.096 -0.096 0.010 0.11
H 4.352133 -2.118448 1.843445 -0.032 -0.006 0.144 0.04
```
Positions in Å, forces in eV/Å.

Values from the calculation:
Kohn-Sham gap (spin up / spin down): 5.5 / 6.1 eV
HOMO (spin up / spin down): -9.26 / -10.05 eV
molar mass: 1121.28 g/mol
2S+1: 2
max |F|: 1.9 eV/Å
charge: +1